i) The following is a quantum chemistry calculation of an isolated ion of composition C4H11N2O and charge +2, from the OMol25 dataset.

Atoms and positions in Å:
N1 0.56 1.71 -1.39
H1 1.03 -0.09 1.87
O1 1.91 0.99 0.17
H2 0.08 -1.52 -0.94
H3 -1.26 -0.49 -1.56
H4 -2.36 -2.50 -0.71
C1 -0.37 0.15 0.31
H5 -0.24 1.60 -2.01
H6 -1.19 0.80 0.62
H7 -1.36 -2.58 0.66
H8 -0.52 -0.33 2.37
H9 0.25 -1.51 1.49
H10 1.33 2.31 -1.73
N2 0.13 -0.50 1.60
C2 -1.84 -1.85 -0.01
C3 0.76 0.99 -0.29
C4 -0.82 -0.94 -0.67
H11 -2.61 -1.28 0.52

Output
2S+1: 2
charge: +2
HOMO-LUMO gap (spin up / spin down): 0.4352 / 0.2458 Ha
LUMO energy (spin up / spin down): -9.046 / -14.181 eV
<S²>: 0.759
molar mass: 103.14 g/mol
HOMO level (spin up / spin down): -20.9 / -20.9 eV



ii) The following is a quantum chemistry calculation of a 2-piece molecular cluster, C4H11N2O overall, from the OMol25 dataset.

Atoms and positions in Å:
H1 1.36 -0.83 2.01
H2 0.66 -2.10 0.74
C1 -2.01 1.51 1.07
H3 -2.81 2.24 0.93
C2 0.42 -0.08 0.24
H4 0.76 1.30 1.79
O1 -0.07 -0.19 -0.89
H5 0.92 -3.01 -3.39
H6 -0.60 3.02 1.03
H7 1.11 -2.05 -1.99
H8 -2.03 1.29 2.14
N1 1.04 -3.01 -2.37
N2 0.49 1.24 0.81
H9 -2.30 0.56 0.58
C3 0.90 -1.11 1.08
H10 -0.66 2.17 -0.58
C4 -0.71 2.06 0.50
H11 1.82 -3.60 -2.05

Output
2S+1: 2
charge: +2
HOMO-LUMO gap (spin up / spin down): 0.2021 / 0.2868 Ha
LUMO energy (spin up / spin down): -13.313 / -12.143 eV
<S²>: 1.782
molar mass: 103.14 g/mol
HOMO level (spin up / spin down): -18.8 / -19.9 eV



So which one is most stable? That would be i), about 343.4 kJ/mol below the next structure.



i) The following is a quantum chemistry calculation of an isolated ion of composition C4H9ClN and charge +1, from the OMol25 dataset.

Atoms and positions in Å:
H1 0.45 0.19 -1.88
N1 -0.46 -0.11 0.05
C1 -0.77 1.38 -0.03
H2 0.15 -1.54 1.79
Cl1 2.85 0.39 -0.05
H3 -1.34 1.41 -1.08
H4 2.01 -1.85 -0.19
H5 -1.37 1.54 0.78
H6 0.06 -1.50 -1.46
C2 0.44 -0.56 -1.07
H7 0.76 0.10 1.86
C3 1.52 -0.84 0.00
H8 -1.39 -0.49 -0.01
C4 0.45 -0.61 1.10
H9 0.18 1.73 -0.23

Output
2S+1: 1
charge: +1
SMILES: C[N@H+]1C[C@@H](Cl)C1
HOMO-LUMO gap: 0.4264 Ha
LUMO energy: -3.497 eV
molar mass: 106.58 g/mol
HOMO level: -15.1 eV



ii) The following is a quantum chemistry calculation of a 2-piece molecular cluster, C4H9ClN overall, from the OMol25 dataset.

Atoms and positions in Å:
H1 -1.18 0.94 -0.69
H2 -2.63 -0.55 0.88
H3 2.23 1.37 -2.08
C1 -0.96 -1.44 -0.25
H4 -0.36 1.63 1.06
H5 2.73 2.57 -0.50
H6 -0.47 -2.51 -0.37
H7 -1.37 -1.16 -1.15
C2 -1.67 -1.02 0.98
C3 -0.58 0.97 0.20
Cl1 3.20 0.36 -0.28
H8 -1.55 -1.83 1.66
C4 2.49 1.70 -1.04
N1 -0.40 -0.39 0.58
H9 0.51 -0.64 1.02

Output
2S+1: 1
charge: +1
HOMO-LUMO gap (spin up / spin down): 0.2562 / 0.3886 Ha
LUMO energy (spin up / spin down): -4.961 / -3.502 eV
molar mass: 106.58 g/mol
HOMO level (spin up / spin down): -11.9 / -14.1 eV



So which one is most stable? That would be i), about 394.8 kJ/mol below the next structure.



i) The following is a quantum chemistry calculation of a 2-piece molecular cluster, C3H10NO3 overall, from the OMol25 dataset.

Atoms and positions in Å:
C1 0.51 0.69 0.46
H1 -0.99 0.16 -1.51
H2 -1.26 1.66 0.08
H3 3.78 -0.63 -1.07
H4 -1.26 1.13 1.81
H5 -2.77 -0.61 0.79
H6 -2.08 -1.23 -1.66
N1 -1.85 -0.36 -1.12
C2 -1.74 -0.44 0.32
H7 1.02 1.70 0.64
O1 0.61 0.45 -0.91
O2 1.16 -0.19 1.42
C3 -0.99 0.82 0.73
H8 -1.22 -1.46 0.71
O3 2.93 -0.84 -0.71
H9 2.04 -0.50 1.11
H10 2.11 -0.33 -1.09

Output
2S+1: 1
charge: +1
HOMO-LUMO gap: 0.1947 Ha
LUMO energy: -9.685 eV
molar mass: 108.12 g/mol
HOMO level: -15.0 eV



ii) The following is a quantum chemistry calculation of a 2-piece molecular cluster, C3H10NO3 overall, from the OMol25 dataset.

Atoms and positions in Å:
H1 -0.45 1.30 1.52
O1 1.34 0.74 0.84
H2 -1.49 2.43 -1.63
H3 0.86 -2.01 1.57
H4 -2.47 -1.07 0.58
H5 1.06 -2.32 -0.18
C1 -0.73 -0.28 0.52
O2 -1.64 -1.18 0.14
H6 -0.10 1.42 -1.49
C2 1.29 -1.67 0.67
N1 -1.08 1.50 -1.69
H7 -1.39 1.14 -2.62
H8 1.79 1.35 0.33
H9 1.06 -0.21 -0.88
C3 0.71 -0.30 0.13
H10 2.37 -1.42 0.77
O3 -1.11 0.58 1.41

Output
2S+1: 1
charge: +1
HOMO-LUMO gap: 0.3553 Ha
LUMO energy: -4.556 eV
molar mass: 108.12 g/mol
HOMO level: -14.2 eV



So which one is most stable? That would be ii), about 511.9 kJ/mol below the next structure.



i) The following is a quantum chemistry calculation of a 2-piece molecular cluster, CH5O2PS overall, from the OMol25 dataset.

Atoms and positions in Å:
O1 2.23 -1.73 0.77
P1 -0.73 -2.57 0.18
H1 -1.56 -1.73 -0.50
O2 0.48 -2.55 -1.04
H2 -1.01 1.27 0.51
H3 0.45 1.35 -0.26
H4 0.14 2.63 0.85
C1 -0.32 2.04 0.14
S1 1.06 -1.35 0.00
H5 -0.74 2.65 -0.64

Output
2S+1: 1
SMILES: O=S1#[PH]O1.C
HOMO-LUMO gap: 0.3399 Ha
LUMO energy: -0.446 eV
molar mass: 112.09 g/mol
HOMO level: -9.7 eV



ii) The following is a quantum chemistry calculation of one molecule with the formula CH5O2PS, from the OMol25 dataset.

Atoms and positions in Å:
S1 -2.99 1.73 0.44
H1 -3.94 0.95 -0.06
H2 1.08 -1.41 -0.69
H3 -1.20 2.32 -1.37
O1 -0.11 1.14 0.25
H4 1.51 -1.67 0.97
P1 -1.36 1.00 -0.77
C1 1.22 -0.85 0.30
O2 0.14 -0.17 0.82
H5 2.16 -0.27 -0.04

Output
2S+1: 1
SMILES: COOPS
HOMO-LUMO gap: 0.3729 Ha
LUMO energy: 0.868 eV
molar mass: 112.09 g/mol
HOMO level: -9.3 eV



So which one is most stable? That would be i), about 131.5 kJ/mol below the next structure.



i) The following is a quantum chemistry calculation of a 2-piece molecular cluster, C5H11N3O overall, from the OMol25 dataset.

Atoms and positions in Å:
C1 0.88 -0.22 -1.25
H1 0.70 -1.28 2.00
H2 -2.69 1.28 -0.08
N1 0.33 -1.49 -1.02
H3 0.71 1.62 0.98
H4 2.04 -2.22 -0.58
H5 -0.70 0.28 -2.55
H6 2.09 -0.09 2.11
H7 -1.23 1.31 -0.80
H8 1.94 -0.09 -1.04
H9 0.71 1.47 -2.52
C2 1.07 -0.28 1.81
C3 0.23 0.59 -2.12
C4 -1.22 0.55 1.11
H10 -1.56 0.92 2.08
H11 -1.26 -1.22 0.27
C5 0.36 0.61 1.13
N2 -1.71 1.45 0.10
O1 -1.70 -0.76 1.01
N3 1.02 -2.43 -0.66

Output
2S+1: 1
SMILES: C=C[C@@H](N)O.[H]/N=N\C=C
HOMO-LUMO gap: 0.3273 Ha
LUMO energy: -0.452 eV
molar mass: 129.16 g/mol
HOMO level: -9.4 eV



ii) The following is a quantum chemistry calculation of one molecule with the formula C5H11N3O, from the OMol25 dataset.

Atoms and positions in Å:
C1 1.73 0.75 -1.21
H1 -1.07 1.20 2.68
H2 2.26 -1.80 -1.48
C2 -1.10 0.20 0.15
N1 -0.59 -0.13 -1.10
C3 1.34 -1.69 -0.90
H3 2.76 0.52 -1.46
H4 1.54 1.78 -0.93
H5 -0.61 -0.50 2.85
H6 -2.97 0.00 -0.46
H7 1.53 -2.07 0.11
N2 -0.12 0.37 0.99
C4 -0.31 0.46 2.42
H8 -0.32 1.55 -1.87
H9 0.62 0.80 2.88
H10 0.62 -2.35 -1.38
N3 -2.41 -0.01 0.38
C5 0.88 -0.26 -0.85
O1 -0.98 0.83 -2.06
H11 -2.80 0.34 1.24

Output
2S+1: 1
SMILES: C=C(C)N(O)/C(N)=N/C
HOMO-LUMO gap: 0.3293 Ha
LUMO energy: 0.820 eV
molar mass: 129.16 g/mol
HOMO level: -8.1 eV



So which one is most stable? That would be ii), about 11.9 kJ/mol below the next structure.



i) The following is a quantum chemistry calculation of one molecule with the formula C5H11N3O, from the OMol25 dataset.

Atoms and positions in Å:
O1 -2.28 0.58 1.28
C1 -1.15 -1.32 0.51
H1 1.09 1.45 -1.57
C2 1.07 0.77 -0.71
H2 3.04 1.03 -0.17
H3 -0.40 -1.87 -0.03
C3 -0.30 1.03 -0.03
H4 1.60 -1.33 -0.46
C4 -1.21 0.01 0.57
H5 0.59 -0.99 -1.89
C5 1.40 -0.61 -1.26
N1 -0.69 2.28 0.15
H6 2.06 0.69 1.08
H7 2.30 -0.56 -1.88
H8 -2.11 1.54 1.18
N2 -2.02 -2.19 1.15
N3 2.11 1.23 0.22
H9 -2.33 -2.96 0.55
H10 -2.81 -1.67 1.54
H11 0.05 2.90 -0.22

Output
2S+1: 1
SMILES: [H]/N=C(/C(O)=C/N)[C@H](C)N
HOMO-LUMO gap: 0.3205 Ha
LUMO energy: 0.808 eV
molar mass: 129.16 g/mol
HOMO level: -7.9 eV



ii) The following is a quantum chemistry calculation of one molecule with the formula C5H11N3O, from the OMol25 dataset.

Atoms and positions in Å:
H1 -1.60 1.16 -2.65
C1 -0.41 -0.94 -0.19
O1 -0.99 -2.01 -0.31
H2 1.59 -1.89 2.12
H3 0.08 -2.35 1.73
H4 -1.25 0.50 1.82
H5 -1.25 -0.56 -2.75
N1 -1.42 1.37 1.31
C2 -0.81 0.30 -0.83
H6 -1.04 2.37 -0.41
H7 -1.18 2.20 1.85
C3 1.94 -0.18 0.27
H8 2.29 -0.71 -0.62
C4 -1.01 1.37 0.01
N2 0.68 -0.75 0.72
C5 -0.90 0.39 -2.32
N3 0.66 -1.52 1.91
H9 1.81 0.88 0.03
H10 0.08 0.62 -2.75
H11 2.70 -0.25 1.06

Output
2S+1: 1
SMILES: C/C(=C/N)C(=O)N(C)N
HOMO-LUMO gap: 0.3228 Ha
LUMO energy: 0.786 eV
molar mass: 129.16 g/mol
HOMO level: -8.0 eV



iii) The following is a quantum chemistry calculation of one molecule with the formula C5H11N3O, from the OMol25 dataset.

Atoms and positions in Å:
H1 1.05 1.48 1.85
H2 -2.33 0.82 0.94
N1 -2.26 0.31 0.07
C1 1.80 -0.85 0.27
H3 -1.23 -2.06 -1.10
N2 1.97 -1.30 1.44
O1 1.47 0.66 -1.80
C2 -1.02 -0.08 -0.36
H4 -1.78 -0.81 -2.22
H5 -0.04 -1.08 -1.95
C3 -1.02 -1.06 -1.48
H6 1.19 -1.11 2.07
H7 -3.04 -0.28 -0.16
H8 2.46 -1.27 -0.48
C4 0.13 0.37 0.27
H9 2.12 1.37 -1.93
H10 -0.38 2.25 1.20
N3 1.38 0.51 -0.39
H11 -0.52 0.84 2.29
C5 0.05 1.29 1.47

Output
2S+1: 1
SMILES: [H]/N=C\N(O)/C(C)=C(\C)N
HOMO-LUMO gap: 0.2988 Ha
LUMO energy: 0.821 eV
molar mass: 129.16 g/mol
HOMO level: -7.3 eV



So which one is most stable? That would be i), about 102.7 kJ/mol below the next structure.